Entry from the OMol25 dataset: a cluster of 10 separate species, C86H194N5O9P3 in total at a distorted geometry (ωB97M-V/def2-TZVPD).

For the strongest force on any atom, the calculation gives 5.60 eV/Å. The HOMO energy is -13.2439 eV. The net charge is +4. As for the orbital gap: 6.88 eV.

Each line ends with the Mulliken charge.
Geometry (Å):
N  16.5264  16.9173  17.3170  -0.220
O  17.5261  16.6374  17.9655  -0.306
O  16.0391  16.0983  16.5497  -0.295
O  15.9359  17.9892  17.4961  -0.058
C  14.0182  24.0055  15.8573  -1.819
C  15.0538  22.9777  16.2056  0.634
C  14.9743  22.6903  17.6657  -0.253
C  16.1604  21.7675  17.9719  -1.055
P  16.1075  20.8549  19.5810  0.329
C  17.4729  19.7498  19.7243  -1.392
C  17.3557  18.5197  20.5891  1.565
C  18.7290  18.0367  21.0917  0.032
C  18.6741  16.8536  21.9785  -1.192
C  16.4478  22.0742  20.8373  -1.941
C  16.6641  21.5476  22.2683  0.872
C  16.6116  22.6665  23.3828  -0.990
C  15.2837  23.4963  23.4331  -0.924
C  14.5243  20.0228  20.0030  0.539
C  13.4634  20.9801  20.6278  0.124
C  12.1190  20.2987  20.9258  -0.800
C  11.9195  19.6193  22.2739  -1.345
H  12.9863  23.7512  16.0995  0.302
H  14.1559  24.2972  14.8162  0.418
H  14.1184  24.9290  16.4276  0.505
H  15.9980  23.4974  16.0426  0.133
H  14.9942  22.0959  15.5676  -0.155
H  14.0670  22.1547  17.9450  0.011
H  15.0700  23.6133  18.2376  0.477
H  17.1316  22.2618  17.9513  0.974
H  16.1370  20.9253  17.2803  -0.083
H  18.2605  20.3260  20.2099  0.775
H  17.8128  19.3986  18.7500  0.596
H  16.8046  17.7688  20.0230  -0.901
H  16.7408  18.6797  21.4748  -0.151
H  19.4344  18.7788  21.4656  0.714
H  19.1423  17.6697  20.1522  -0.382
H  17.7925  16.2678  21.7184  -0.328
H  18.5310  17.1735  23.0106  0.409
H  19.5520  16.2185  21.8601  0.492
H  15.6277  22.7917  20.8078  0.858
H  17.3621  22.6066  20.5751  0.873
H  17.5630  20.9336  22.3235  0.350
H  15.9213  20.7540  22.3500  -0.695
H  17.3848  23.4093  23.1868  0.444
H  16.8231  22.3332  24.3988  0.441
H  15.2763  24.3173  24.1501  0.448
H  14.4807  22.7804  23.6086  0.102
H  15.1984  23.9504  22.4459  0.242
H  14.7088  19.2784  20.7775  -0.150
H  14.2927  19.4807  19.0862  0.042
H  13.2526  21.7136  19.8496  0.342
H  13.8969  21.3973  21.5368  0.027
H  11.7696  19.5800  20.1846  -0.032
H  11.3760  21.0879  20.8114  0.614
H  10.8946  19.2522  22.3286  0.551
H  12.1683  20.3651  23.0289  0.409
H  12.5900  18.7733  22.4253  -0.045
C  18.9394  16.3163  13.9373  -1.044
C  18.7017  17.5118  12.9900  -0.098
C  17.2438  17.6139  12.4805  -0.989
C  16.2979  18.1312  13.5949  1.008
P  14.4533  18.1961  13.1644  0.525
C  13.8560  16.4454  12.9378  0.065
C  12.4746  16.3416  12.2456  -0.862
C  12.0973  14.8831  11.9426  -0.737
C  10.5371  14.7991  11.5763  -1.222
C  13.6860  18.9557  14.6408  1.176
C  12.1361  19.0346  14.6917  -0.428
C  11.6714  20.0707  15.8016  -1.301
C  12.2018  19.8368  17.2573  0.211
C  14.2932  19.2795  11.7340  -1.336
C  14.7454  20.7241  12.0063  -0.243
C  13.6139  21.7455  12.3559  0.262
C  12.4048  21.6988  11.4845  -1.619
H  19.9554  16.2873  14.3312  0.436
H  18.6716  15.3761  13.4551  0.354
H  18.3148  16.4094  14.8257  -0.022
H  19.3228  17.4808  12.0948  0.519
H  19.0729  18.3920  13.5149  -0.471
H  16.8062  16.7314  12.0138  0.453
H  17.1919  18.3491  11.6775  0.576
H  16.7155  19.0481  14.0108  -0.198
H  16.3087  17.4759  14.4659  -0.780
H  13.9667  16.1159  13.9709  -0.280
H  14.6278  15.8633  12.4342  0.681
H  12.4983  16.7525  11.2363  0.479
H  11.6947  16.9321  12.7263  0.435
H  12.3021  14.1913  12.7597  0.379
H  12.7348  14.5819  11.1113  0.453
H  10.3599  13.8166  11.1387  0.415
H  10.1610  15.6429  10.9980  0.361
H  9.9913  14.7455  12.5182  0.231
H  13.9994  19.9756  14.8636  -0.793
H  14.0457  18.3689  15.4861  -0.014
H  11.6765  18.0637  14.8763  0.023
H  11.8256  19.4117  13.7172  0.530
H  10.5818  20.0962  15.7849  0.517
H  12.0210  21.0755  15.5644  0.243
H  11.8357  20.5400  18.0054  0.677
H  13.2635  20.0370  17.4023  -0.301
H  11.9203  18.8355  17.5830  -0.169
H  13.2898  19.0196  11.3968  0.921
H  14.9803  18.8394  11.0112  0.479
H  15.3228  21.0869  11.1560  0.686
H  15.4931  20.9087  12.7776  -0.307
H  14.1716  22.6723  12.2214  0.566
H  13.4122  21.7056  13.4263  -0.389
H  11.6877  22.4124  11.8902  0.433
H  12.0000  20.6877  11.4404  0.222
H  12.4588  22.0799  10.4647  0.395
C  18.0100  12.2870  21.9674  -0.621
C  17.8681  12.9283  23.4134  -0.847
C  16.6134  13.8055  23.6576  0.945
C  16.1795  13.8815  25.2087  -1.604
P  14.6116  14.6180  25.4592  1.086
C  14.4165  14.8205  27.3261  -1.381
C  13.8108  13.6183  28.0336  -0.494
C  13.7756  13.8839  29.5624  -0.496
C  13.3546  12.7113  30.3370  -1.445
C  14.3674  16.2466  24.6423  -0.264
C  15.3974  17.2764  24.9963  -1.077
C  15.2130  18.5746  24.2494  1.074
C  14.3779  19.5477  25.0272  -1.551
C  13.2425  13.5669  24.8819  -0.791
C  13.4531  12.0046  24.8935  -0.676
C  13.1824  11.3009  23.5426  0.242
C  13.4471  9.7674  23.6214  -1.580
H  18.1751  12.9949  21.1552  -0.428
H  17.1220  11.8111  21.5513  0.294
H  18.8120  11.5489  21.9527  0.526
H  18.8190  13.3394  23.7524  0.411
H  17.7853  12.1431  24.1649  0.516
H  15.7697  13.5184  23.0299  -0.377
H  16.6980  14.7800  23.1766  -0.277
H  16.8881  14.4618  25.7998  0.801
H  16.0690  12.8869  25.6407  0.759
H  13.7195  15.6303  27.5420  0.482
H  15.3771  15.1805  27.6946  0.686
H  14.4850  12.7642  27.9705  0.275
H  12.8305  13.3607  27.6326  0.380
H  13.1974  14.7488  29.8873  0.417
H  14.7880  14.0758  29.9180  0.304
H  12.3690  12.3447  30.0501  0.337
H  13.3216  12.9751  31.3941  0.428
H  14.0929  11.9108  30.3824  0.351
H  13.3530  16.5895  24.8461  0.825
H  14.5152  15.9912  23.5930  -0.438
H  16.3755  16.9192  24.6741  0.107
H  15.3718  17.3437  26.0839  0.615
H  14.8069  18.3702  23.2587  -0.658
H  16.2290  18.9630  24.1782  0.366
H  14.3123  20.5677  24.6485  0.021
H  14.7313  19.6524  26.0530  0.451
H  13.4214  19.0445  25.1688  0.395
H  12.9346  13.9549  23.9110  -0.151
H  12.4339  13.9563  25.5005  0.962
H  12.8029  11.5736  25.6548  0.540
H  14.4620  11.6739  25.1400  0.351
H  13.6912  11.7157  22.6724  -0.118
H  12.1930  11.4556  23.1120  0.106
H  12.9127  9.2497  22.8248  0.430
H  13.1584  9.1764  24.4906  0.338
H  14.5078  9.6668  23.3915  0.357
C  19.0701  21.1340  14.4766  -1.659
C  19.8445  22.1030  15.3725  1.723
C  20.6586  23.1366  14.5661  -1.353
N  21.7603  23.9361  15.3773  0.096
C  22.5427  24.7362  14.3475  -0.546
C  23.3800  25.7626  15.0683  -0.742
C  22.5343  26.7199  15.9267  -0.783
C  21.7295  26.0083  17.0137  -0.653
C  20.8751  24.8063  16.3901  -0.591
C  22.6975  22.9578  16.1023  -0.509
H  18.3431  21.7471  13.9439  0.483
H  18.5232  20.3893  15.0548  0.231
H  19.7112  20.6877  13.7164  0.307
H  20.5101  21.3467  15.7887  -0.520
H  19.2569  22.5314  16.1845  0.169
H  19.9901  23.8210  14.0438  0.399
H  21.3360  22.7252  13.8178  0.378
H  21.8585  25.3011  13.7144  0.380
H  22.9917  24.0124  13.6672  0.572
H  24.0113  26.3432  14.3956  0.470
H  24.1505  25.3397  15.7129  0.303
H  21.7639  27.2111  15.3323  0.290
H  23.0817  27.5292  16.4098  0.424
H  20.9915  26.6422  17.5053  0.475
H  22.4019  25.5503  17.7391  0.320
H  20.0269  25.1522  15.7993  0.419
H  20.4018  24.1300  17.1019  0.140
H  22.0414  22.4286  16.7933  -0.381
H  23.4201  23.5988  16.6074  0.835
H  23.1320  22.2757  15.3714  0.026
C  20.3502  14.0413  19.4842  -1.360
C  19.1867  13.4789  18.6322  0.963
C  19.5669  13.1272  17.1505  -0.803
N  18.4684  12.3584  16.2674  0.063
C  17.2031  13.3053  16.2059  0.737
C  16.1492  12.7133  15.1832  -0.114
C  16.8461  12.4390  13.8234  -0.342
C  18.1291  11.6406  13.7283  -1.120
C  19.1181  12.1181  14.8396  -0.347
C  18.0561  10.9570  16.8408  -0.890
H  20.6645  15.0353  19.1660  0.119
H  21.2358  13.4405  19.2774  0.531
H  20.2482  14.0245  20.5693  0.191
H  18.4098  14.2432  18.6118  -0.400
H  18.7672  12.5927  19.1083  0.422
H  20.3922  12.4169  17.0998  0.629
H  19.8685  14.0578  16.6697  -0.030
H  17.6404  14.2362  15.8451  -0.315
H  16.6296  13.4531  17.1210  -0.341
H  15.2973  13.3826  15.0629  0.179
H  15.7718  11.7694  15.5766  0.163
H  17.0781  13.4277  13.4275  -0.177
H  16.1815  12.1177  13.0214  0.492
H  18.5138  11.7734  12.7171  0.503
H  17.9975  10.5621  13.6408  0.419
H  19.4243  13.1108  14.5095  0.260
H  19.9662  11.4334  14.8389  0.417
H  19.0045  10.5298  17.1665  0.313
H  17.6896  10.4491  15.9487  0.627
H  17.4688  11.0551  17.7538  0.159
C  11.6351  13.6738  21.1656  -1.237
C  12.0640  13.8121  19.6700  0.228
N  12.9041  15.0983  19.2910  0.926
C  12.1110  16.3647  19.7250  -0.783
C  14.2809  15.0941  20.0602  0.135
C  15.0969  13.7671  19.9070  1.427
C  13.2293  15.1527  17.7792  0.666
C  12.1873  14.8091  16.7168  -0.784
O  11.0822  15.6275  16.9805  -0.122
C  9.9326  15.3931  16.1699  -0.883
H  11.3083  12.6688  21.4324  0.606
H  10.7722  14.3146  21.3469  0.445
H  12.4896  13.8630  21.8152  -0.090
H  11.1893  13.6647  19.0366  0.440
H  12.7963  13.0661  19.3614  -0.302
H  12.5527  17.2657  19.2992  -0.293
H  11.8221  16.4237  20.7744  0.441
H  11.1295  16.2468  19.2658  0.597
H  14.0168  15.2816  21.1010  0.147
H  14.9014  15.9122  19.6946  -0.056
H  16.0733  13.8669  20.3811  -0.101
H  15.2876  13.4668  18.8766  -1.015
H  14.6084  13.0325  20.5471  -0.678
H  14.0871  14.5128  17.5725  -0.708
H  13.6617  16.1338  17.5829  0.005
H  11.8259  13.7859  16.8198  0.571
H  12.6278  15.0046  15.7392  0.156
H  9.5106  14.3903  16.1025  0.365
H  10.0481  15.7819  15.1582  0.154
H  9.0473  15.8202  16.6409  0.345
C  26.4102  19.6091  13.0252  -1.151
C  25.7428  18.3653  13.7386  -0.392
N  24.7327  18.7134  14.8997  0.392
C  25.5814  19.1214  16.1583  -0.991
C  23.8117  19.9334  14.6423  -0.903
C  22.8613  19.8444  13.4020  -0.887
C  23.9612  17.3699  15.2699  -1.127
C  22.9907  17.4411  16.5125  -0.558
O  21.9336  18.2495  16.1588  0.658
C  20.8595  18.0807  17.0979  -1.023
H  25.7407  20.4426  12.8126  0.241
H  26.9126  19.4160  12.0773  0.402
H  27.1419  20.0344  13.7120  0.362
H  26.3628  17.6383  14.2632  0.482
H  25.1077  17.8016  13.0554  0.457
H  26.0117  18.2099  16.5733  0.386
H  25.0704  19.6150  16.9850  0.310
H  26.2982  19.8688  15.8182  0.443
H  24.4546  20.8070  14.5354  1.104
H  23.2289  20.1082  15.5467  0.143
H  22.3752  20.8088  13.2549  0.167
H  22.0871  19.0872  13.5265  0.073
H  23.4526  19.7987  12.4875  0.425
H  24.6424  16.5533  15.5091  0.520
H  23.3741  17.0215  14.4202  0.356
H  23.3533  17.7997  17.4758  0.384
H  22.6527  16.4204  16.6914  0.415
H  20.3293  17.1325  17.0088  -0.025
H  20.0732  18.8121  16.9111  -0.138
H  21.1520  18.2637  18.1319  0.554
C  14.3801  10.5005  19.3414  -0.312
C  14.4042  10.7916  17.7970  0.586
O  14.9085  9.9292  17.0647  -0.792
O  13.8273  11.7614  17.3943  -0.502
H  13.4064  10.6761  19.7989  0.258
H  15.1560  11.0487  19.8757  -0.580
H  14.6171  9.4488  19.5023  0.573
C  21.0069  20.9378  19.3251  0.462
C  20.5336  22.4181  19.4939  0.345
O  21.2482  23.2814  20.0776  -0.812
O  19.3735  22.6508  19.1048  -0.540
H  21.6086  20.8928  18.4174  -0.296
H  20.1384  20.2886  19.2134  -0.414
H  21.5330  20.4528  20.1473  0.545